Entry 1:
This record from the OMol25 dataset describes a molecular structure, C19H19N4O5Sn. The level of theory is the ωB97M-V functional and the def2-TZVPD basis.

**ΔE to the lowest compared entry with this formula, charge and spin**: 33.7 kcal per mole
**Lowest unoccupied orbital energy**: 2.8 eV
**Charge**: -1
**HOMO-LUMO gap**: 6.38 eV
**Largest force on an atom**: 0.4 eV/Å
**Energy**: -42038.7463 eV

Cartesian coordinates (Å):
H  5.729  2.802  1.515
C  2.796  -0.424  2.419
H  -0.520  -1.232  -2.229
Sn  -0.988  0.622  1.451
C  1.887  1.179  0.130
C  2.178  -1.391  -1.657
C  1.460  -3.273  2.623
O  4.022  2.036  0.791
H  4.162  -1.346  -2.232
H  2.033  -3.940  1.973
H  2.732  -0.929  3.378
C  1.056  -1.037  -0.828
H  5.109  0.173  -0.727
H  2.108  -2.990  3.456
H  -7.534  2.263  -0.187
C  3.443  -0.922  -1.537
O  1.266  1.852  1.060
C  -7.163  1.272  -2.053
C  -0.215  -0.825  -1.270
H  0.601  -3.818  3.012
C  5.427  2.009  0.835
H  2.629  0.647  2.547
C  1.754  -0.964  1.487
N  -1.114  -0.084  -0.615
H  -5.235  1.865  0.679
C  -4.584  0.838  -1.067
C  4.026  0.138  -0.688
H  3.794  -0.555  1.994
C  -5.527  1.517  -0.303
O  -2.962  1.073  0.683
C  3.410  1.086  0.042
H  5.862  2.189  -0.153
H  0.582  1.787  -1.110
N  -2.349  0.018  -1.262
C  -6.222  0.592  -2.821
C  0.956  -2.082  1.878
H  -4.203  -0.150  -2.918
O  1.504  1.510  -1.185
C  -3.213  0.621  -0.519
N  1.478  -0.348  0.355
C  -4.944  0.378  -2.333
H  -6.489  0.229  -3.806
O  -1.199  -2.682  2.029
H  5.793  1.045  1.207
H  -8.163  1.438  -2.435
N  -0.342  -1.848  1.665
C  -6.810  1.733  -0.793
H  1.976  -2.072  -2.479

Forces on the atoms, in the same order (eV/Å):
H 0.00 0.00 0.01
C -0.02 -0.01 -0.03
H -0.02 0.00 0.02
Sn -0.01 -0.02 0.01
C -0.15 -0.02 0.01
C -0.03 -0.04 -0.02
C -0.04 0.02 0.08
O 0.09 0.03 0.04
H 0.02 0.02 0.00
H -0.03 -0.02 0.00
H 0.01 0.03 0.02
C 0.03 0.19 0.12
H 0.00 -0.02 -0.02
H 0.00 -0.01 -0.02
H 0.00 -0.01 0.00
C 0.04 0.17 0.12
O 0.12 0.00 -0.12
C 0.04 -0.01 0.00
C 0.10 -0.12 -0.11
H 0.00 -0.01 0.00
C -0.02 0.00 -0.02
H 0.00 -0.01 0.02
C -0.02 -0.18 0.13
N -0.15 0.05 -0.08
H -0.01 0.01 -0.01
C 0.14 -0.02 0.08
C -0.02 -0.15 -0.12
H -0.02 -0.04 0.01
C -0.07 0.01 0.01
O -0.04 0.01 0.06
C -0.09 0.00 -0.05
H 0.00 0.00 -0.01
H -0.01 0.00 -0.01
N 0.16 0.01 0.20
C 0.01 0.02 0.03
C 0.23 0.27 -0.08
H -0.01 0.01 0.00
O 0.01 0.02 0.05
C -0.19 0.09 -0.20
N -0.03 0.04 -0.08
C -0.01 -0.03 -0.04
H 0.00 0.00 0.00
O 0.02 -0.02 -0.02
H 0.01 0.00 0.01
H 0.00 0.00 0.00
N -0.11 -0.22 0.01
C 0.04 -0.01 0.00
H 0.01 -0.01 0.01

***

Entry 2:
This record from the OMol25 dataset describes a molecular structure, C24H24Cl5N2Pd. The level of theory is the ωB97M-V functional and the def2-TZVPD basis.

**ΔE to the lowest compared entry with this formula, charge and spin**: 0.0 kcal per mole
**Lowest unoccupied orbital energy**: 2.3 eV
**Charge**: -1
**HOMO-LUMO gap**: 4.01 eV
**Largest force on an atom**: 0.4 eV/Å
**Energy**: -94350.5249 eV

Cartesian coordinates (Å):
C  2.182  5.264  0.042
C  -0.937  2.610  -0.025
C  -1.848  0.040  0.003
H  -4.057  -1.038  1.298
Cl  4.366  2.033  -0.041
H  -0.154  -6.000  0.008
H  -0.556  3.614  -0.037
H  3.077  -4.721  1.290
H  -2.940  3.245  -0.037
C  1.335  -4.439  0.003
C  -0.118  -4.907  0.007
C  2.018  -5.008  -1.249
H  -4.941  2.565  -0.908
N  1.877  -0.124  0.000
C  -4.262  0.700  -0.003
C  1.463  -2.921  0.001
H  -6.184  1.681  -0.014
H  -4.367  0.471  2.153
C  4.484  6.039  0.005
Cl  5.648  7.313  -0.001
C  3.118  6.308  0.037
H  -4.940  2.585  0.858
H  -5.684  -0.366  -1.260
H  -0.603  -2.476  0.004
Pd  1.981  1.871  -0.006
H  3.901  -0.538  -0.008
C  0.405  -2.085  0.003
C  2.550  3.918  0.013
H  -4.369  0.421  -2.154
C  -0.421  0.288  -0.001
C  -4.614  -0.101  1.256
C  -4.615  -0.130  -1.244
H  3.691  -2.943  -0.005
H  -5.683  -0.337  1.278
C  3.923  3.751  -0.015
H  -0.649  -4.551  0.892
H  -2.165  -0.997  0.016
C  2.911  -0.983  -0.005
C  2.796  -2.338  -0.004
H  -0.654  -4.553  -0.876
C  -5.127  1.962  -0.018
Cl  2.605  7.958  0.074
C  -2.281  2.392  -0.025
C  -2.765  1.028  -0.008
H  1.534  -4.631  -2.152
H  -4.057  -1.068  -1.264
Cl  0.508  5.737  0.093
H  1.967  -6.098  1.259
H  1.960  -6.100  -1.254
C  0.559  -0.642  0.001
C  4.908  4.716  -0.021
H  1.545  -4.627  2.157
N  0.005  1.650  -0.014
C  2.025  -5.006  1.252
Cl  6.576  4.293  -0.058
H  3.070  -4.723  -1.294

Forces on the atoms, in the same order (eV/Å):
C 0.01 0.05 0.00
C 0.04 0.06 0.00
C 0.06 -0.04 0.01
H 0.00 0.00 -0.01
Cl 0.28 0.18 0.00
H 0.00 0.00 0.00
H -0.01 0.01 -0.01
H 0.00 0.00 0.00
H -0.01 0.00 0.00
C 0.00 0.02 0.00
C -0.03 0.00 0.00
C 0.01 -0.01 -0.01
H 0.00 -0.01 -0.01
N -0.03 0.15 0.04
C 0.04 0.02 0.00
C 0.07 -0.08 0.00
H 0.00 0.00 0.00
H 0.00 0.00 0.00
C 0.07 0.02 0.00
Cl -0.01 0.01 0.00
C -0.04 -0.05 0.00
H 0.00 -0.01 0.01
H 0.00 0.00 0.00
H -0.01 0.02 0.00
Pd -0.33 -0.14 0.01
H 0.00 0.00 0.00
C -0.02 0.08 0.00
C -0.09 0.08 0.00
H 0.00 0.00 0.00
C -0.11 0.06 0.00
C 0.00 -0.01 0.03
C 0.00 -0.01 -0.03
H 0.00 -0.01 0.00
H 0.00 0.00 -0.01
C 0.03 -0.24 -0.01
H 0.01 0.00 0.00
H 0.02 0.00 0.01
C 0.06 -0.02 -0.02
C -0.09 0.05 0.00
H 0.01 0.00 0.00
C -0.01 0.01 0.00
Cl 0.01 0.01 0.00
C 0.02 -0.08 0.00
C -0.07 0.07 0.00
H -0.01 0.00 0.00
H 0.00 0.00 0.01
Cl 0.04 -0.02 0.01
H 0.00 0.00 0.00
H 0.00 0.00 0.00
C 0.03 -0.15 -0.02
C -0.08 0.01 0.00
H -0.01 0.00 0.00
N 0.11 -0.04 -0.03
C 0.01 -0.01 0.01
Cl 0.02 0.02 0.00
H 0.00 0.00 0.00

***

Entry 3:
This record from the OMol25 dataset describes a single C2H3F2OP molecule at a distorted geometry. The level of theory is the ωB97M-V functional and the def2-TZVPD basis.

**ΔE to the lowest compared entry with this formula, charge and spin**: 148.5 kcal per mole
**Lowest unoccupied orbital energy (spin up / spin down)**: -0.3 / -0.3 eV
**HOMO-LUMO gap (spin up / spin down)**: 7.96 / 7.96 eV
**Largest force on an atom**: 2.9 eV/Å
**Energy**: -18889.4691 eV
**SMILES**: O=C[PH2]=C(F)F

Cartesian coordinates (Å):
H  1.091  -0.356  0.927
O  -0.154  -0.380  -2.130
F  -1.323  1.484  2.652
H  0.649  1.319  -1.283
C  0.080  0.344  -1.200
C  -0.857  1.541  1.430
H  -0.426  -1.559  0.388
P  -0.289  -0.103  0.583
F  -1.816  1.910  0.582

Forces on the atoms, in the same order (eV/Å):
H -0.78 0.79 0.26
O 0.08 0.61 0.76
F -0.77 -0.20 0.58
H -0.54 -0.59 -0.22
C 0.38 0.41 -0.29
C 2.34 0.16 -1.11
H -0.48 0.63 -0.25
P 1.39 -2.56 0.33
F -1.62 0.77 -0.07

***

Entry 4:
This record from the OMol25 dataset describes 2 unconnected molecules or ions with the total composition C11H15N at a distorted geometry. The level of theory is the ωB97M-V functional and the def2-TZVPD basis.

**ΔE to the lowest compared entry with this formula, charge and spin**: 7.6 kcal per mole
**Lowest unoccupied orbital energy**: 0.9 eV
**HOMO-LUMO gap**: 8.86 eV
**Largest force on an atom**: 1.5 eV/Å
**Energy**: -13140.4598 eV
**SMILES**: Cc1c[nH]c2ccccc12.CC

Cartesian coordinates (Å):
H  3.996  -0.521  0.542
C  1.084  -1.410  -1.268
N  0.579  1.827  0.144
H  0.126  -2.305  -2.944
H  1.970  1.957  1.799
H  -4.882  -0.431  1.572
C  -2.912  -0.553  2.540
H  -1.370  1.570  -1.971
C  1.109  -0.286  -0.448
H  -0.171  2.392  0.520
H  -3.025  -0.474  3.617
H  -1.987  0.010  2.337
H  2.910  -1.748  1.180
C  1.565  1.352  1.001
H  -2.714  -1.568  2.218
C  -0.726  0.743  -1.713
H  -3.580  0.208  0.670
C  0.165  -1.445  -2.293
C  -3.965  0.152  1.689
C  1.953  0.102  0.660
C  -0.723  -0.376  -2.520
H  3.428  -0.369  2.167
H  1.788  -2.215  -1.072
H  -1.315  -0.413  -3.421
H  -4.219  1.132  2.083
C  3.107  -0.679  1.168
C  0.232  0.767  -0.698

Forces on the atoms, in the same order (eV/Å):
H -0.21 -0.12 -0.09
C 0.03 -0.16 0.18
N -0.71 -0.38 0.35
H 0.01 -0.05 -0.12
H -0.13 0.14 -0.10
H -0.08 0.08 0.34
C 0.94 1.11 -0.45
H 0.01 0.19 0.26
C 0.20 -0.03 0.05
H 0.22 0.21 -0.14
H -0.47 -0.28 0.08
H 0.07 -0.32 0.16
H -0.08 -0.08 0.07
C 0.32 -0.09 0.33
H -0.18 -0.24 0.13
C 0.41 -0.29 -0.31
H 0.04 0.42 0.01
C -0.06 -0.04 -0.02
C -0.32 -0.86 -0.15
C -0.12 0.12 -0.32
C 0.43 -0.33 -0.10
H -0.28 -0.06 -0.01
H -0.17 -0.02 -0.22
H -0.39 0.02 0.10
H 0.04 0.10 -0.15
C 0.72 0.13 0.17
C -0.25 0.81 -0.06

***

- largest force on an atom of number 1 (C19H19N4O5Sn)?
  0.4 eV/Å

***

- ΔE to the lowest compared entry with this formula, charge and spin of number 3 (C2H3F2OP)?
  148.5 kcal per mole